[1]
Below is one molecule with the formula C22H32N2O4, with properties calculated with wB97M-V/def2-TZVPD.

Properties
Calculated total energy in hartree: -1268.00600
HOMO in eV: -7.560

XYZ file:
```
60
Properties=species:S:1:pos:R:3:forces:R:3
O 5.372287 -1.450801 -0.530205 -0.22 0.03 -0.14
O -1.639401 0.582839 0.990601 0.01 0.33 0.23
O 5.857243 1.371250 -0.650746 -0.24 -0.33 -0.06
O 1.061940 -2.946533 0.589463 0.21 -0.25 -0.08
N 0.886695 -0.674545 0.848269 -0.10 0.45 0.13
N -1.904746 -1.501062 0.222078 0.14 -0.19 0.22
C 6.194603 2.723518 -0.428281 0.12 0.33 0.19
C -7.001018 -0.214458 -1.077352 0.00 -0.07 -0.20
C 2.340283 1.182467 0.475493 -0.04 -0.12 0.00
C 3.568502 1.705970 0.122321 0.11 -0.02 -0.06
C -4.615451 -0.097811 -0.406237 0.18 0.00 -0.24
C -3.195709 0.331000 -0.799409 -0.10 -0.02 0.04
C -2.177181 -0.180416 0.193623 -0.12 0.17 -0.28
C -1.045756 -2.006059 1.282494 0.16 0.05 0.19
C 2.147155 -0.193876 0.482294 0.46 0.04 -0.15
C 4.637750 0.890867 -0.231177 0.15 -0.14 -0.01
C 0.435640 -1.946906 0.870773 -0.62 0.00 0.22
C 7.485878 -2.509677 -0.547298 -0.36 0.32 0.05
C 3.207439 -1.021865 0.145527 0.10 -0.04 -0.04
C -5.013211 0.395948 1.002483 -0.07 0.01 0.21
C -5.689030 0.546011 -1.302426 0.04 -0.17 -0.26
C -5.979667 1.863026 -0.584124 0.04 0.04 0.02
C -2.287036 -2.488720 -0.757753 -0.16 -0.17 -0.21
C 6.440980 3.041276 1.043855 -0.13 -0.21 -0.33
C -7.406047 0.208587 0.349733 -0.11 0.05 0.17
C 6.760930 -1.173057 -0.485402 0.66 -0.09 -0.02
C 4.450784 -0.504921 -0.205095 -0.16 0.28 0.12
C -6.297989 1.190288 0.749643 -0.10 0.06 0.28
H -1.408389 -3.080554 -1.022317 -0.05 0.01 -0.05
H 3.089753 -2.092061 0.148211 0.00 -0.06 0.01
H 5.542798 2.868612 1.631915 -0.03 0.03 0.09
H 1.528826 1.843614 0.740261 -0.10 0.09 0.03
H 5.434169 3.392717 -0.849964 0.09 -0.07 -0.02
H 7.011872 -0.648568 0.444358 -0.06 -0.01 -0.13
H -4.679723 -1.186588 -0.468499 -0.03 -0.02 -0.03
H -6.572109 1.849245 1.571827 0.01 0.02 0.01
H 7.118790 2.859719 -0.997464 -0.16 0.06 0.03
H -7.750070 0.094999 -1.806753 -0.02 -0.03 -0.03
H -2.674614 -2.024631 -1.659124 -0.01 -0.01 0.00
H -7.458387 -0.638317 1.033043 -0.05 -0.01 0.07
H -6.869676 -1.292258 -1.170915 0.00 -0.04 -0.06
H -2.963922 -0.007624 -1.810602 0.00 0.02 -0.03
H -1.314677 -3.043283 1.488591 0.11 0.09 -0.04
H -1.204587 -1.396212 2.175554 -0.01 -0.12 -0.08
H -3.046670 -3.161735 -0.349290 0.01 -0.02 -0.06
H 7.219681 -3.031065 -1.462405 0.02 -0.09 -0.10
H -4.238829 1.042072 1.416526 0.06 0.01 0.05
H -5.170881 -0.426803 1.699591 0.01 -0.01 0.08
H 7.233514 2.405778 1.431668 0.07 -0.03 0.05
H 8.560237 -2.349529 -0.525829 0.12 0.00 -0.01
H -5.397889 0.618205 -2.349757 0.03 0.00 -0.04
H -8.378138 0.702026 0.352991 -0.04 -0.02 0.02
H 3.679934 2.778278 0.110144 0.06 0.09 0.00
H 7.053067 -0.541899 -1.332211 -0.06 -0.09 0.21
H 7.198469 -3.129202 0.297918 0.02 -0.09 0.08
H -6.827865 2.396915 -1.008646 -0.06 0.06 -0.06
H 0.198292 0.044494 1.073837 0.02 -0.27 -0.02
H -3.124991 1.419506 -0.783838 0.08 -0.07 0.00
H -5.122855 2.531021 -0.531449 0.07 0.10 0.00
H 6.739011 4.080791 1.149510 0.03 0.12 0.04
```
Positions in Å, forces in eV/Å.



[2]
Below is one molecule with the formula C22H32N2O5, with properties calculated with wB97M-V/def2-TZVPD.

Properties
Calculated total energy in hartree: -1343.25047
HOMO in eV: -7.674

XYZ file:
```
61
Properties=species:S:1:pos:R:3:forces:R:3
O 2.772932 -0.772558 0.455497 0.07 0.06 -0.28
O -2.314235 3.346718 -0.331551 -0.13 0.07 0.07
O -4.736241 -2.478207 -0.089564 0.03 0.55 0.04
O 1.149378 -1.515769 -2.221226 0.17 0.05 -0.19
O -5.860606 -0.226337 0.481753 0.31 -0.30 -0.12
N -0.481177 2.182920 -0.999474 -0.26 0.06 -0.02
N 0.283449 -2.320706 -0.292578 -0.11 -0.20 0.22
C 1.176639 3.708084 0.093616 -0.07 -0.17 -0.02
C 2.072461 -3.025636 1.260065 0.04 0.41 -0.28
C 0.273348 3.414331 -1.119858 0.24 0.70 0.11
C 1.347580 -3.268888 -0.070441 0.25 -0.24 0.03
C -3.833621 1.013821 -0.024978 -0.25 -0.10 0.04
C 0.116618 1.000216 -1.274113 -0.01 -0.99 0.00
C 4.149342 -0.468505 -1.442386 -0.18 -0.30 0.32
C -1.856866 -0.236265 -0.679558 -0.25 0.51 0.13
C -2.489202 0.988308 -0.421984 0.04 -0.53 0.02
C -2.611428 -1.417369 -0.581330 -0.22 -0.23 0.02
C 0.393479 3.596263 1.399010 0.06 0.23 -0.17
C 5.152940 -0.392123 0.867381 -0.39 -0.28 -0.07
C -1.797683 2.263462 -0.561548 -0.04 0.10 -0.02
C -4.559587 -0.145927 0.100086 -0.02 0.07 0.00
C -0.485690 -0.203779 -1.096621 0.38 0.54 -0.27
C -6.537309 0.973103 0.770446 -0.11 0.22 0.05
C -4.207250 -3.739468 -0.415633 0.13 -0.26 -0.07
C 0.382618 -1.395555 -1.286742 -0.25 0.09 0.05
C 4.088213 -1.032349 -0.026502 0.31 0.16 -0.18
C 2.336482 -1.534320 1.549633 -0.11 -0.22 0.33
C -3.934958 -1.389517 -0.203401 -0.12 -0.05 0.06
C 2.417635 2.818597 0.134352 -0.17 0.24 -0.02
H -6.577619 1.631438 -0.102993 0.02 -0.02 0.03
H 2.159021 1.775708 0.304722 0.04 -0.13 0.03
H 1.403474 -1.049389 1.854541 0.10 -0.08 0.07
H 3.011286 -3.581014 1.244779 -0.02 -0.10 0.06
H -7.547774 0.679709 1.050082 0.06 0.07 -0.01
H 3.069808 3.139626 0.944329 0.10 -0.03 0.09
H 0.132030 2.558617 1.599245 -0.05 -0.13 0.06
H 5.079066 -0.759936 -1.922621 0.14 0.02 -0.06
H 1.474806 -3.412215 2.088724 0.05 -0.04 0.08
H -4.264276 1.983501 0.165783 -0.10 0.06 0.04
H -0.524330 4.175807 1.345640 -0.10 0.02 0.08
H 4.256996 -2.118332 -0.065999 -0.05 0.05 0.00
H 0.875835 3.372953 -2.030736 -0.07 -0.04 0.00
H -2.139490 -2.350065 -0.843864 -0.04 -0.11 0.01
H -3.378030 -4.012620 0.245833 -0.02 0.03 -0.03
H -5.024978 -4.444641 -0.276476 0.09 0.02 -0.02
H 4.091051 0.615913 -1.408825 0.02 0.19 0.00
H 2.975136 2.895237 -0.797630 0.12 -0.06 -0.11
H 0.952591 -4.291337 -0.087597 0.13 0.07 -0.07
H 1.133485 1.041019 -1.631849 0.09 0.04 0.00
H -0.293578 -2.094289 0.502842 0.00 0.13 -0.10
H 5.150423 -0.830126 1.863161 0.06 -0.01 0.11
H 1.506875 4.746524 -0.025960 -0.05 -0.04 -0.04
H 2.034151 -3.146375 -0.911913 -0.09 -0.10 0.12
H 3.038987 -1.462514 2.392526 -0.11 0.04 -0.03
H -0.464871 4.215803 -1.210268 0.17 -0.15 -0.09
H 6.135841 -0.542377 0.429769 0.14 -0.01 -0.02
H 0.991525 3.962566 2.230211 0.07 -0.02 0.11
H -3.868206 -3.778180 -1.455803 0.00 0.02 0.05
H 3.310057 -0.845968 -2.021036 0.00 -0.02 -0.07
H -6.069357 1.507537 1.603346 0.00 -0.01 -0.04
H 4.962834 0.674846 0.955701 -0.01 0.13 -0.01
```
Positions in Å, forces in eV/Å.



[3]
Below is one molecule with the formula C22H32N4O2S, with properties calculated with wB97M-V/def2-TZVPD.

Properties
Calculated total energy in hartree: -1625.28545
HOMO in eV: -8.335

XYZ file:
```
61
Properties=species:S:1:pos:R:3:forces:R:3
S -0.243348 -1.256525 -1.782796 0.08 -0.44 -0.12
O -4.156479 1.717573 -1.291912 -0.15 0.04 0.08
O 3.191787 -0.615198 -0.253361 0.30 0.25 0.14
N 2.100672 -2.590326 -0.391543 -0.02 -0.42 0.10
N -0.181463 1.349408 -1.874466 0.13 -0.26 0.00
N -1.378328 0.234055 1.178226 0.06 -0.12 0.19
N -2.303132 0.425081 -1.488801 -0.19 0.30 -0.37
C -2.595937 4.112802 -1.633513 -0.03 -0.06 0.01
C -3.447889 -0.844003 0.292496 0.30 0.04 -0.02
C 1.801492 -3.727642 1.742396 0.22 0.22 -0.11
C 2.356797 -1.324023 -0.769392 -0.40 0.11 -0.47
C 0.861783 1.173603 1.485205 0.02 -0.08 0.33
C -1.961006 1.305112 1.970788 -0.12 0.28 -0.14
C 2.799737 -3.264293 0.683977 0.04 -0.32 0.24
C -1.134330 2.583172 1.866429 -0.01 -0.08 0.26
C -0.031475 -0.050102 1.645445 0.26 0.04 -0.18
C -2.206981 -0.961747 1.179453 -0.21 -0.08 0.02
C 3.613470 -4.440659 0.132536 0.14 0.40 -0.03
C -2.083036 2.814510 -1.657538 0.45 0.23 -0.07
C -0.963221 0.351036 -1.686810 0.75 0.41 -0.25
C 0.143426 3.712560 -1.987683 -0.09 0.07 0.03
C -3.120829 -0.736287 -1.198133 -0.47 -0.27 0.27
C 1.522483 -0.849956 -1.954264 -0.23 0.10 0.04
C -0.381315 4.983938 -1.957403 0.12 -0.08 0.00
C 0.302975 2.328839 2.304718 -0.06 0.04 -0.26
C 4.679554 -3.987958 -0.857285 -0.12 -0.15 0.13
C -1.750240 5.188167 -1.783715 -0.20 0.03 0.03
C -0.704992 2.610411 -1.839577 -0.66 0.24 0.05
C -2.954971 1.664618 -1.463383 0.09 -0.07 -0.12
H 5.355630 -3.278284 -0.387093 0.11 0.08 0.01
H -2.143396 6.193300 -1.764466 -0.05 0.07 0.00
H -1.139084 2.928754 0.831756 -0.04 0.06 -0.01
H -2.597885 -1.628597 -1.546522 -0.14 0.07 -0.02
H 1.200150 3.539777 -2.117821 0.11 -0.04 -0.02
H 0.273761 5.835547 -2.068719 0.06 0.06 -0.01
H 4.225740 -3.501750 -1.717737 0.01 0.05 -0.11
H -4.061898 -1.734376 0.437529 -0.07 0.01 0.01
H -1.596949 -1.790168 0.806739 0.02 0.00 0.10
H 1.384376 -3.113817 -0.872547 0.04 0.10 0.04
H 4.088442 -4.953853 0.969894 -0.06 -0.09 0.04
H -4.054696 -0.621241 -1.756743 0.20 -0.10 0.00
H 0.370956 -0.873975 1.050848 -0.06 -0.05 0.07
H 1.576447 0.235357 -2.046605 0.11 -0.16 0.00
H 1.877212 0.922738 1.793863 0.04 -0.01 -0.05
H 1.235128 -2.882513 2.125200 -0.09 0.06 0.06
H 0.906486 3.226468 2.161349 0.03 0.03 0.08
H 5.258073 -4.838848 -1.208524 0.09 -0.03 -0.09
H 0.891147 1.455473 0.432310 0.07 -0.04 -0.06
H -2.529921 -1.219739 2.205370 0.09 -0.03 -0.04
H -2.970569 1.504572 1.605563 -0.03 -0.03 0.08
H -4.043393 0.022232 0.578748 -0.09 -0.07 0.00
H 0.324178 2.070875 3.366970 0.03 0.03 0.07
H 2.935235 -5.148007 -0.352022 -0.07 -0.09 0.06
H 1.878698 -1.326960 -2.868583 0.01 0.04 0.02
H 1.106941 -4.450680 1.318094 -0.11 -0.11 -0.02
H 3.477775 -2.517232 1.109359 -0.08 -0.12 -0.06
H -1.596451 3.356333 2.483456 -0.04 0.04 -0.03
H -3.658380 4.240703 -1.491167 -0.09 0.03 0.01
H -0.037041 -0.365992 2.706714 0.00 -0.04 -0.01
H -2.036713 1.004064 3.033735 -0.03 -0.02 -0.03
H 2.324798 -4.196328 2.570955 0.02 -0.10 0.11
```
Positions in Å, forces in eV/Å.



no.,E_LUMO (eV)
1,0.72
2,0.59
3,0.39